Entry 1:
This record from the OMol25 dataset describes 3 unconnected molecules or ions with the total composition C24H46N3O7S at a distorted geometry. The level of theory is ωB97M-V/def2-TZVPD.

```
81
Properties=species:S:1:pos:R:3
C -6.97142 -2.96040 -0.74756
C -6.97857 -3.82651 -1.99864
C -5.77597 -3.55013 -2.88003
C -4.47798 -4.13031 -2.32012
C -3.50967 -4.57329 -3.42260
C -2.00841 -4.49821 -3.09259
C -1.69028 -4.59409 -1.59570
C -1.19908 -3.29265 -0.92489
C 0.26576 -3.44411 -0.50151
C 1.17027 -2.21376 -0.36950
C 0.81066 -1.19052 0.73017
C -0.35383 -1.49662 1.67453
C -1.40677 -0.39675 1.53159
N -0.80947 0.73090 0.75044
C -1.68692 1.34476 -0.31296
C -2.55546 2.45875 0.19396
S -3.30904 3.39134 -1.19494
C -2.94639 2.36437 -2.51990
N -3.60971 1.37249 -2.95722
N -2.89221 0.86607 -4.03289
C -1.86616 1.60632 -4.14392
O -1.80732 2.57940 -3.22983
C 0.30559 0.05033 -0.00664
H -6.56394 -1.98551 -0.97814
H -7.97191 -2.80621 -0.37127
H -6.35656 -3.41245 0.02037
H -7.03080 -4.87428 -1.73318
H -7.85898 -3.56605 -2.56885
H -5.93935 -3.89115 -3.89255
H -5.66847 -2.48449 -2.92483
H -4.77540 -5.01763 -1.77570
H -4.00180 -3.43392 -1.64226
H -3.69259 -3.93306 -4.27501
H -3.76027 -5.56856 -3.75368
H -1.53330 -5.33343 -3.58438
H -1.53931 -3.61212 -3.50368
H -2.51649 -5.02448 -1.05280
H -0.86725 -5.28591 -1.48877
H -1.80054 -3.14971 -0.03326
H -1.37394 -2.44407 -1.57686
H 0.73880 -4.06151 -1.25026
H 0.30245 -3.97568 0.43985
H 1.28033 -1.73316 -1.33296
H 2.14850 -2.60337 -0.13005
H 1.71466 -0.86570 1.21633
H 0.04952 -1.34252 2.66660
H -0.74836 -2.49175 1.65080
H -2.27622 -0.79968 1.03268
H -1.77110 -0.07173 2.49041
H -0.44917 1.41404 1.40783
H -1.00598 1.74250 -1.04433
H -2.27668 0.54393 -0.72085
H -2.01907 3.17099 0.80048
H -3.37460 2.07257 0.78119
H -1.10226 1.48300 -4.87546
H -0.19160 -0.33752 -0.87964
H 1.03504 0.76675 -0.35501
C 2.95219 3.82800 -2.74505
O 3.24210 3.05474 -1.57342
C 3.90114 3.73042 -0.62592
O 4.23776 4.87822 -0.69288
O 4.10505 2.90594 0.39909
C 4.81769 3.50075 1.49654
H 2.42358 3.16314 -3.42163
H 2.32115 4.67901 -2.49839
H 3.87023 4.17012 -3.21536
H 4.26274 4.34223 1.90359
H 5.80522 3.82475 1.18019
H 4.91720 2.73140 2.25479
C 8.40547 5.78327 4.61418
O 8.26644 5.19800 5.91163
C 7.30226 4.29225 6.01132
O 6.56606 3.94295 5.12333
O 7.28759 3.83611 7.25878
C 6.29340 2.84439 7.51993
H 9.22214 6.49300 4.69173
H 8.64972 5.02333 3.87522
H 7.49394 6.30350 4.32843
H 6.45325 1.96734 6.89640
H 5.29677 3.24654 7.35061
H 6.40595 2.57506 8.56487
```

Computed properties:
Gap between HOMO and LUMO   9.58 eV
Total charge   +1
Highest occupied orbital energy   -12.49 eV


Entry 2:
This record from the OMol25 dataset describes 3 unconnected molecules or ions with the total composition C24H47BCl2N2O9P at a distorted geometry. The level of theory is ωB97M-V/def2-TZVPD.

```
86
Properties=species:S:1:pos:R:3
C 3.33908 -5.22569 6.62566
C 2.52076 -4.04804 5.79338
Cl 2.93673 -2.28563 6.31789
C 1.51637 -4.28012 4.72474
Cl 1.12837 -6.08788 4.32833
P 0.54431 -2.96691 3.73928
B -0.68983 -1.60307 3.12214
O -0.05788 -0.49141 2.33389
N -2.18005 -1.57844 3.40202
C -2.47173 -1.21012 4.87156
C -2.88157 -0.44502 2.63004
O -0.67038 -4.09704 3.10328
C -0.39808 -4.48688 1.67954
C 1.18622 -4.19367 1.37198
C 1.70927 -4.17065 -0.20742
C 0.99598 -5.11234 -1.39171
C 1.63857 -5.03440 -2.89735
N 2.81798 -4.22629 -3.35977
C 3.43580 -3.36423 -2.29497
C 3.00557 -3.24492 -0.71810
O 1.50342 -3.05288 2.24419
H 3.01529 -5.24463 7.75658
H 4.47762 -4.86670 6.62921
H 3.33723 -6.27056 6.10030
H -0.21757 -2.84210 4.98752
H 1.39854 -1.82829 3.99642
H -0.06700 -0.70596 1.35323
H -1.65442 -0.43984 5.26673
H -2.34214 -2.20162 5.49694
H -3.54976 -0.76908 5.02581
H -2.53303 -0.35816 1.51670
H -4.04526 -0.69619 2.62488
H -2.79162 0.56674 3.24316
H -0.49972 -5.62030 1.40683
H -1.07656 -3.88790 0.92115
H 1.91134 -5.03199 1.81453
H 0.08172 -5.78566 -1.10743
H 1.13042 -5.74229 -3.71394
H 4.38533 -2.71812 -2.62301
H 3.58902 -2.55873 0.02757
C 1.46730 0.25359 -6.77862
O 2.22044 0.92606 -5.78363
C 2.28185 0.19646 -4.55709
C 3.56579 0.53350 -3.79663
O 4.72885 -0.11688 -4.32866
C 5.20969 0.38239 -5.58459
C 5.87733 1.75539 -5.47597
O 4.89395 2.78338 -5.35888
C 5.37270 3.91530 -4.65229
H 0.41973 0.17255 -6.47406
H 1.52660 0.83341 -7.70336
H 1.88445 -0.73828 -6.97209
H 2.24455 -0.88560 -4.74608
H 1.41221 0.48625 -3.95969
H 3.46227 0.15080 -2.77537
H 3.72101 1.60984 -3.71001
H 4.42305 0.36860 -6.34033
H 5.97042 -0.33590 -5.90986
H 6.45724 1.95704 -6.38159
H 6.54813 1.75979 -4.60903
H 5.71876 3.63031 -3.65240
H 4.54619 4.62122 -4.53742
H 6.18045 4.39849 -5.21048
C -2.05517 3.58579 1.81746
O -3.47000 3.65966 1.86481
C -3.93564 4.67719 2.75267
C -5.30201 5.19737 2.30230
O -5.22809 6.09853 1.18821
C -4.91144 5.50685 -0.07965
C -6.05857 4.68127 -0.66716
O -6.15034 3.41488 -0.01496
C -7.46783 2.89165 -0.02719
H -1.65652 3.28182 2.78978
H -1.77598 2.84053 1.06814
H -1.62964 4.54669 1.51604
H -3.22355 5.51340 2.79332
H -4.02063 4.22998 3.74762
H -5.72498 5.78666 3.12327
H -6.00596 4.38699 2.10776
H -3.98263 4.93707 -0.02664
H -4.72481 6.34977 -0.75427
H -5.87165 4.49155 -1.72837
H -6.99458 5.24157 -0.55976
H -8.16748 3.59196 0.44271
H -7.47312 1.96538 0.55301
H -7.78067 2.67277 -1.05273
```

Computed properties:
Gap between HOMO and LUMO   6.11 eV
Total charge   -1
Highest occupied orbital energy   -3.78 eV


Entry 3:
This record from the OMol25 dataset describes 5 unconnected molecules or ions with the total composition C24H47BClN2O7 at a distorted geometry. The level of theory is ωB97M-V/def2-TZVPD.

```
82
Properties=species:S:1:pos:R:3
C 4.41123 0.43860 -1.47282
C 4.05016 0.57295 -2.93676
N 5.00311 0.71300 -3.76579
C 2.58181 0.49754 -3.33000
C 1.78394 1.78221 -3.07156
C 2.27349 3.06903 -3.73351
C 1.63882 4.23341 -3.35784
C 2.07615 5.40364 -3.92304
C 3.11898 5.36113 -4.83255
C 3.65058 4.14275 -5.12144
N 3.25556 2.98271 -4.61372
O 1.72874 1.95813 -1.67117
B 0.37279 2.10580 -1.11280
O -0.45869 2.31654 -2.35698
C 0.21240 1.66913 -3.38739
C -0.36555 0.22695 -3.36408
C -0.62033 -0.38132 -4.71788
O -0.41713 0.09435 -5.79463
Cl -1.34250 -2.07440 -4.61989
H 5.45054 0.74317 -1.34966
H 4.36588 -0.63208 -1.23390
H 3.72364 1.00395 -0.84457
H 4.61903 0.77118 -4.70946
H 2.47320 0.18413 -4.37564
H 2.13730 -0.28120 -2.70461
H 0.84310 4.28414 -2.62781
H 1.58978 6.32638 -3.62770
H 3.45826 6.29644 -5.25887
H 4.47960 4.11244 -5.82882
H 0.22534 3.16534 -0.49701
H -0.03706 1.19866 -0.39778
H 0.04195 2.11575 -4.37515
H 0.20879 -0.47921 -2.76168
H -1.34200 0.30189 -2.87548
C -5.12882 0.16194 -2.05941
C -4.17992 -1.00708 -2.28280
C -4.79614 -2.31837 -1.81748
O -2.96478 -0.77179 -1.58096
H -5.35620 0.27535 -0.99532
H -4.66868 1.09387 -2.39001
H -6.06625 0.02213 -2.60282
H -3.92655 -1.07774 -3.34170
H -5.01400 -2.28221 -0.74599
H -4.09970 -3.14307 -1.97598
H -5.72254 -2.53473 -2.35446
H -3.17222 -0.70772 -0.63995
C -0.37191 -3.05846 0.60797
C -0.50445 -1.59698 1.00514
C 0.55651 -1.19747 2.01488
O -1.80707 -1.36949 1.56101
H -0.49783 -3.70914 1.48001
H -1.14732 -3.32926 -0.11103
H 0.60344 -3.25948 0.16252
H -0.42172 -0.96686 0.11862
H 0.46347 -1.78537 2.93238
H 0.44100 -0.14830 2.29356
H 1.55901 -1.34194 1.61157
H -1.89501 -1.92024 2.34678
C -4.18890 0.11648 3.65930
C -3.17423 0.68267 4.64073
C -3.14709 2.20326 4.58933
O -1.87954 0.16956 4.34169
H -3.93176 0.39674 2.63510
H -4.19273 -0.97413 3.69992
H -5.19662 0.47725 3.87688
H -3.41877 0.35435 5.65316
H -2.85897 2.54913 3.59342
H -2.40988 2.59583 5.29112
H -4.12345 2.62598 4.83537
H -1.64936 0.44886 3.44588
C 1.74120 -2.68554 6.12350
C 2.50218 -3.61312 5.18695
C 3.80609 -4.08430 5.81486
O 2.77227 -2.94116 3.96048
H 2.33161 -1.79180 6.34345
H 0.81318 -2.34940 5.65928
H 1.50027 -3.18317 7.06504
H 1.88122 -4.47622 4.94149
H 4.46078 -3.23407 6.02560
H 4.34402 -4.74166 5.13046
H 3.62565 -4.62316 6.74710
H 3.31963 -2.17309 4.15535
```

Computed properties:
Gap between HOMO and LUMO   6.90 eV
Total charge   -1
Relative energy (zero: lowest compared OMol25 entry of this formula, charge and spin)   0.0000 eV
Highest occupied orbital energy   -4.50 eV


Entry 4:
This record from the OMol25 dataset describes 3 unconnected molecules or ions with the total composition C24H47N3O12P3 at a distorted geometry. The level of theory is ωB97M-V/def2-TZVPD.

```
89
Properties=species:S:1:pos:R:3
C 0.72204 2.31556 -1.15065
C -0.07159 2.40840 -2.45569
N -1.06908 1.65492 -2.69124
C 0.39663 3.44362 -3.47773
C 1.67484 2.88885 -4.19939
C 1.30281 2.58989 -5.67990
O 1.19632 1.37356 -5.97037
O 1.07459 3.51184 -6.50694
N 2.83787 3.78570 -3.98298
C 2.65966 5.12849 -4.59577
C 3.21698 6.25721 -3.70401
C 4.06933 6.02277 -2.62877
C 4.60407 7.04911 -1.84785
C 4.25963 8.36271 -2.17080
C 3.37751 8.59997 -3.21841
C 2.84319 7.57639 -3.99628
P 4.32628 3.05655 -4.31598
N 4.91398 2.46827 -2.96867
O 4.25751 1.83514 -5.35328
O 5.38690 4.14004 -4.87480
H 0.14353 2.86578 -0.39242
H 0.75121 1.25112 -0.87364
H 1.74979 2.68218 -1.24847
H -1.43145 1.89464 -3.61517
H -0.38984 3.68863 -4.20374
H 0.67607 4.38011 -2.96240
H 1.91488 1.92743 -3.71767
H 1.62609 5.35523 -4.87278
H 3.24854 5.17476 -5.52586
H 4.34989 5.00021 -2.36852
H 5.28128 6.80766 -1.02810
H 4.67845 9.19141 -1.59831
H 3.10747 9.63873 -3.42559
H 2.15141 7.78785 -4.81329
H 4.22691 2.65583 -2.24296
H 4.49998 1.03539 -4.86867
H 6.25314 3.88263 -4.53027
O -4.32625 1.27401 2.44657
P -4.13205 -0.13497 1.97721
O -4.26811 0.01568 0.35297
C -3.17113 0.61850 -0.35640
C -1.92405 -0.23754 -0.32560
O -5.63457 -0.69405 2.36269
C -6.53987 0.04003 3.17724
C -7.45280 0.90446 2.33021
O -3.55373 -1.68279 1.87685
C -4.33850 -2.86251 2.08074
C -5.24425 -3.17496 0.90880
H -2.96820 1.60883 0.06104
H -3.49598 0.75426 -1.38603
H -1.53119 -0.32946 0.69581
H -1.15247 0.20086 -0.94877
H -2.13695 -1.24538 -0.68490
H -6.01002 0.62578 3.92722
H -7.14178 -0.69251 3.72297
H -6.89087 1.51210 1.62086
H -8.05235 1.56546 2.95887
H -8.12742 0.27927 1.74168
H -4.88646 -2.80667 3.01996
H -3.62572 -3.68306 2.19754
H -5.89298 -2.34323 0.64516
H -5.87340 -4.03606 1.14376
H -4.65372 -3.40435 0.02030
O 0.38427 -5.97900 1.45585
P 0.32557 -5.69797 2.92413
O 1.07302 -4.23826 3.02393
C 0.35662 -3.08634 2.56548
C -0.84287 -2.76987 3.43852
O 1.53921 -6.71000 3.38405
C 2.09441 -7.68918 2.51165
C 3.29704 -7.13761 1.77216
O -0.22985 -5.61557 4.47799
C 0.35895 -6.27181 5.60627
C 1.62890 -5.59812 6.08022
H 0.04745 -3.23718 1.52713
H 1.05645 -2.25113 2.58392
H -1.59444 -3.56231 3.37802
H -1.31027 -1.83744 3.12388
H -0.54591 -2.68014 4.48412
H 1.34259 -8.07884 1.82692
H 2.41004 -8.52880 3.13729
H 3.07596 -6.18320 1.29434
H 3.63687 -7.83973 1.00906
H 4.11896 -6.95662 2.46783
H 0.50736 -7.33124 5.40501
H -0.38296 -6.21939 6.40695
H 2.36836 -5.49089 5.29017
H 2.07774 -6.17721 6.88970
H 1.41450 -4.59239 6.44601
```

Computed properties:
Gap between HOMO and LUMO   5.67 eV
Total charge   -1
Highest occupied orbital energy   -4.72 eV